# 1
The following is a DFT calculation (ωB97M-V with the def2-TZVPD basis set) of C12H18N2O2S in the gas phase at a distorted geometry.

Each line ends with the Löwdin charge.
Atoms and positions in Å:
C1 3.11 -2.19 0.87  0.0039
C2 1.79 -2.22 0.77  -0.1008
C3 0.96 -2.10 -0.59  -0.1165
H1 1.77 -2.13 -1.36  0.1668
H2 0.55 -2.87 -0.56  0.0283
C4 0.34 -0.93 -0.44  -0.4847
C5 1.33 0.11 -0.41  -0.1915
O1 2.24 0.40 -1.49  -0.0762
N1 1.22 1.25 0.29  0.1719
C6 0.19 1.23 1.38  -0.5588
N2 -0.69 0.11 1.38  0.1481
C7 -0.52 -0.94 0.57  -0.7039
O2 -1.13 -1.72 1.09  0.2223
S1 0.01 2.56 2.33  1.0066
H3 -0.84 2.19 3.04  -0.2131
H4 1.80 1.88 0.43  0.0323
C8 -0.65 -0.76 -1.59  -0.2678
C9 0.05 -1.11 -3.00  -0.0910
H5 -0.76 -0.84 -4.00  0.1440
H6 0.37 -2.16 -3.11  0.0575
H7 0.94 -0.31 -3.27  0.1155
H8 -1.47 -1.82 -1.62  0.2402
C10 -1.53 0.47 -1.86  -0.2098
C11 -2.84 0.36 -0.98  -0.1566
C12 -3.39 2.00 -1.32  -0.0685
H9 -4.45 1.93 -0.54  0.1110
H10 -2.71 2.71 -0.42  0.1415
H11 -3.71 2.22 -2.22  -0.0566
H12 -3.41 -0.33 -1.39  0.0355
H13 -2.64 0.23 0.10  0.0815
H14 -1.71 0.79 -2.95  0.1205
H15 -0.71 1.41 -1.48  0.1827
H16 1.25 -2.57 1.61  0.0959
H17 3.82 -2.23 1.83  0.0975
H18 3.84 -1.94 0.00  0.0921

Output
HOMO (Eh): -0.3416
SMILES: C=CC[C@@]1([C@H](C)CCC)C(=O)N=C(S)NC1=O
Frontier orbital gap (eV): 8.71
Relative energy (zero: lowest compared OMol25 entry of this formula, charge and spin) (kcal/mol): 335.50
E_tot (hartree): -1125.6909


# 2
The following is a DFT calculation (ωB97M-V with the def2-TZVPD basis set) of 3 unconnected molecules or ions with the total composition C12H18O9 at a distorted geometry.

Each line ends with the Löwdin charge.
Atoms and positions in Å:
C1 -0.49 1.13 5.46  -0.0137
C2 0.39 1.01 4.22  -0.2961
C3 -0.39 0.54 2.99  -0.0648
O1 0.12 1.42 1.97  0.0495
C4 0.60 2.52 2.53  -0.5874
O2 0.84 3.51 1.89  0.1431
O3 0.90 2.28 3.82  0.0847
H1 -0.03 1.75 6.23  0.0848
H2 -0.52 0.14 5.92  0.0903
H3 -1.44 1.60 5.24  0.0890
H4 1.33 0.45 4.30  0.1629
H5 -1.48 0.65 2.96  0.1399
H6 -0.21 -0.51 2.73  0.1290
C5 -2.10 -0.57 -2.34  -0.0224
C6 -2.41 -1.99 -2.82  -0.2806
C7 -2.27 -2.18 -4.36  -0.0961
O4 -1.83 -3.52 -4.40  0.0443
C8 -1.14 -3.82 -3.26  -0.5606
O5 -0.67 -4.89 -3.03  0.1636
O6 -1.33 -2.82 -2.41  0.0832
H7 -1.85 -0.45 -1.29  0.0742
H8 -2.94 0.06 -2.63  0.0865
H9 -1.24 -0.17 -2.87  0.0772
H10 -3.37 -2.32 -2.41  0.1561
H11 -1.53 -1.52 -4.83  0.1328
H12 -3.20 -2.09 -4.92  0.1325
C9 1.99 2.10 -1.66  -0.0033
C10 2.23 0.65 -1.15  -0.2681
C11 2.75 0.61 0.29  -0.0905
O7 1.99 -0.47 0.82  0.0646
C12 0.93 -0.73 0.03  -0.5951
O8 0.14 -1.59 0.28  0.1533
O9 0.91 0.03 -1.06  0.0701
H13 1.70 2.06 -2.71  0.0811
H14 2.97 2.59 -1.64  0.0861
H15 1.37 2.64 -0.96  0.0849
H16 2.80 0.00 -1.82  0.1528
H17 2.68 1.55 0.83  0.1265
H18 3.79 0.38 0.06  0.1360

Output
HOMO (Eh): -0.3909
SMILES: C[C@H]1COC(=O)O1.C[C@H]1COC(=O)O1.C[C@H]1COC(=O)O1
Frontier orbital gap (eV): 11.30
Relative energy (zero: lowest compared OMol25 entry of this formula, charge and spin) (kcal/mol): 23.10
E_tot (hartree): -1145.2371


# 3
The following is a DFT calculation (ωB97M-V with the def2-TZVPD basis set) of 2 unconnected molecules or ions with the total composition C12H18OS at a distorted geometry.

Each line ends with the Löwdin charge.
Atoms and positions in Å:
C1 1.57 -2.95 -1.16  -0.0953
C2 1.28 -2.08 -2.14  -0.0911
C3 1.34 -2.60 0.22  -0.0862
C4 0.94 -0.65 -1.89  -0.1475
C5 0.85 -1.40 0.58  -0.0472
C6 0.54 -0.35 -0.45  -0.1923
C7 0.26 1.98 -1.11  -0.0282
C8 -1.23 0.40 2.15  -0.0370
C9 0.97 1.48 2.28  -0.0220
C10 -2.68 -0.32 -1.40  -0.5110
C11 0.18 0.89 -0.05  -0.1819
C12 -0.23 1.35 1.36  -0.5470
O1 -0.76 2.68 1.27  -0.0547
S1 -2.73 -1.55 -0.30  0.6511
H1 1.87 -3.91 -1.49  0.0862
H2 0.99 -2.42 -3.11  0.0991
H3 1.30 -3.39 0.96  0.1004
H4 1.85 -0.09 -2.14  0.1299
H5 0.73 -1.17 1.65  0.0804
H6 -0.04 2.96 -0.86  0.0596
H7 -0.36 1.60 -2.07  0.1214
H8 1.24 1.97 -1.47  0.0537
H9 -2.26 0.26 1.59  0.0654
H10 -0.81 -0.59 2.27  0.0403
H11 -1.32 0.80 3.18  0.0824
H12 0.57 1.68 3.26  0.0750
H13 1.46 0.50 2.33  0.0787
H14 1.64 2.32 1.95  0.1137
H15 -3.20 0.65 -1.15  0.0356
H16 -2.52 -0.48 -2.39  -0.0457
H17 -1.58 2.73 0.75  0.1100
H18 0.16 -0.31 -2.60  0.1042

Output
HOMO (Eh): -0.2770
SMILES: C/C(=C1/C=CC=CC1)C(C)(C)O.C=S
Frontier orbital gap (eV): 6.84
Relative energy (zero: lowest compared OMol25 entry of this formula, charge and spin) (kcal/mol): 31.21
E_tot (hartree): -941.3278


# 4
The following is a DFT calculation (ωB97M-V with the def2-TZVPD basis set) of a molecular structure, C12H19AlF4O7P.

Each line ends with the Löwdin charge.
Atoms and positions in Å:
C1 6.82 -1.20 1.38  -0.0670
C2 6.41 -1.73 0.00  -0.2563
O1 5.10 -2.28 0.01  -0.1018
C3 4.13 -1.32 -0.29  -0.2674
O2 2.90 -1.99 -0.12  -0.1031
P1 1.58 -1.12 0.05  0.3959
O3 1.25 -0.69 1.41  -0.2037
O4 1.78 0.10 -0.96  -0.1423
C4 1.78 1.45 -0.44  -0.2545
O5 2.39 2.26 -1.37  -0.1352
C5 1.54 3.07 -2.17  -0.0751
O6 0.58 -2.06 -0.73  -0.1101
C6 -0.78 -1.62 -0.80  -0.2352
O7 -1.47 -2.13 0.29  -0.0244
C7 -2.59 -1.37 0.62  -0.2931
C8 -3.66 -1.27 -0.26  -0.0191
C9 -4.74 -0.48 0.08  -0.0576
C10 -4.75 0.20 1.28  -0.0654
C11 -3.68 0.07 2.16  -0.0714
C12 -2.59 -0.71 1.83  -0.0165
H1 5.94 -0.97 1.97  0.0767
H2 7.44 -1.92 1.92  0.0696
H3 7.41 -0.28 1.28  0.0713
H4 6.49 -0.94 -0.76  0.1149
H5 7.08 -2.54 -0.32  0.1178
H6 4.20 -0.47 0.41  0.1362
H7 4.23 -0.98 -1.33  0.1428
H8 2.34 1.47 0.50  0.1294
H9 0.74 1.74 -0.26  0.1351
H10 1.55 4.10 -1.80  0.0885
H11 0.51 2.69 -2.17  0.0927
H12 1.92 3.06 -3.19  0.0880
H13 -0.82 -0.53 -0.80  0.1366
H14 -1.16 -2.01 -1.75  0.1401
H15 -3.65 -1.81 -1.20  0.1159
H16 -5.58 -0.38 -0.60  0.1125
H17 -5.60 0.83 1.55  0.0867
H18 -3.70 0.60 3.11  0.1034
H19 -1.73 -0.80 2.48  0.1170
F1 -7.27 2.13 1.33  -0.1916
Al1 -7.93 2.40 -0.20  -0.1906
F2 -8.30 0.91 -0.91  -0.1971
F3 -6.79 3.20 -1.16  -0.1971
F4 -9.33 3.34 -0.06  -0.1953

Output
HOMO (Eh): -0.2448
Frontier orbital gap (eV): 8.70
E_tot (hartree): -1979.0677
Total charge: -1


# 5
The following is a DFT calculation (ωB97M-V with the def2-TZVPD basis set) of a molecular structure, C12H19BCl4OSi at a distorted geometry.

Each line ends with the Löwdin charge.
Atoms and positions in Å:
Cl1 0.51 -1.98 7.93  0.4447
B1 0.44 -3.65 7.03  -1.8404
Cl2 0.35 -5.03 8.35  0.4262
Cl3 -1.27 -3.61 6.12  0.4681
O1 1.51 -3.83 6.18  -0.1135
C1 1.53 -4.08 4.79  -0.1573
C2 2.74 -4.95 4.45  -0.1552
C3 2.72 -6.24 3.88  -0.0190
C4 3.89 -6.89 3.42  -0.0875
C5 5.15 -6.26 3.57  -0.7245
Cl4 6.50 -6.96 2.89  0.7421
C6 5.18 -4.97 4.11  -0.0931
C7 4.02 -4.34 4.57  -0.0182
H1 0.57 -4.47 4.41  0.1032
H2 1.74 -6.80 3.90  0.1385
H3 3.85 -7.92 3.06  0.1099
H4 6.16 -4.50 4.24  0.1066
H5 4.09 -3.40 5.15  0.1312
C8 2.91 -1.17 1.83  -0.1617
C9 1.37 -1.14 1.90  -0.3094
Si1 0.74 -1.45 3.67  0.8041
C10 1.43 -0.14 4.73  -0.1609
C11 -1.12 -1.16 3.67  -0.3320
C12 -1.88 -2.02 2.62  -0.1619
H6 1.22 -3.13 4.17  0.0501
H7 3.24 -1.08 0.78  0.0740
H8 3.35 -0.33 2.40  0.0683
H9 3.31 -2.12 2.24  0.0618
H10 0.99 -0.14 1.58  0.0976
H11 0.92 -1.88 1.20  0.0731
H12 1.00 0.81 4.45  0.0577
H13 1.16 -0.32 5.77  0.0029
H14 2.51 -0.06 4.65  0.0396
H15 -1.48 -1.39 4.69  0.0320
H16 -1.30 -0.08 3.48  0.0982
H17 -2.95 -1.72 2.60  0.0788
H18 -1.47 -1.89 1.60  0.0597
H19 -1.83 -3.09 2.90  0.0663

Output
HOMO (Eh): -0.3387
Frontier orbital gap (eV): 6.89
E_tot (hartree): -2699.0700


# 6
The following is a DFT calculation (ωB97M-V with the def2-TZVPD basis set) of 3 unconnected molecules or ions with the total composition C12H19BF16NO6P2.

Each line ends with the Löwdin charge.
Atoms and positions in Å:
C1 3.89 -4.55 0.07  -0.0412
N1 4.34 -3.13 0.02  -0.1440
C2 4.80 -2.69 1.34  -0.0837
B1 3.31 -2.33 -0.58  -0.7086
O1 3.28 -1.90 -1.84  0.1741
P1 1.70 -1.72 0.45  1.0986
P2 -0.11 -2.98 0.23  0.2705
O2 -0.37 -3.08 -1.19  -0.2404
O3 0.17 -4.35 0.96  -0.1001
O4 -1.21 -2.23 1.09  -0.1049
H1 2.96 -4.68 0.64  0.0752
H2 4.67 -5.14 0.54  0.1035
H3 3.71 -4.91 -0.94  0.1048
H4 5.10 -1.64 1.32  0.0986
H5 5.68 -3.27 1.62  0.1007
H6 4.06 -2.85 2.14  0.0786
H7 4.18 -1.87 -2.20  0.1451
H8 2.02 -1.64 1.81  -0.0032
H9 1.31 -0.45 0.04  -0.0160
H10 0.44 -4.28 1.88  0.1008
H11 -0.95 -1.48 1.64  0.0531
C3 -3.49 3.55 3.78  -0.0229
C4 -4.71 2.63 3.61  -0.4461
C5 -4.90 1.49 4.62  -0.3040
F1 -3.86 0.63 4.55  0.0865
F2 -6.02 0.82 4.31  0.1107
F3 -4.74 2.14 2.36  0.1374
F4 -5.80 3.43 3.78  0.1135
O5 -2.37 3.27 2.96  0.0626
C6 -1.39 2.42 3.31  -0.5610
C7 -1.28 1.25 2.31  -0.2576
F5 -2.41 0.53 2.26  0.1105
F6 -0.28 0.40 2.73  0.0480
F7 -1.50 1.96 4.57  0.1625
F8 -0.20 3.07 3.22  0.1492
H12 -3.84 4.53 3.44  0.1533
H13 -3.21 3.65 4.83  0.1504
H14 -4.98 1.88 5.64  0.1755
H15 -1.04 1.63 1.32  0.1557
C8 1.24 0.30 -3.79  -0.0505
C9 0.99 1.25 -2.61  -0.4210
C10 -0.38 1.18 -1.93  -0.3127
F9 -1.35 1.56 -2.75  0.1307
F10 -0.36 2.03 -0.86  0.0796
F11 1.29 2.51 -2.93  0.1620
F12 1.89 0.87 -1.62  0.0374
O6 1.11 0.85 -5.08  0.0567
C11 -0.09 0.88 -5.75  -0.5435
C12 -0.53 2.32 -6.06  -0.2842
F13 -0.66 3.01 -4.91  0.0999
F14 -1.73 2.27 -6.68  0.1135
F15 -1.04 0.21 -5.08  0.1570
F16 0.09 0.26 -6.93  0.1580
H16 2.29 0.04 -3.72  0.1408
H17 0.67 -0.62 -3.68  0.1510
H18 -0.58 0.17 -1.56  0.1613
H19 0.20 2.81 -6.70  0.1782

Output
HOMO (Eh): -0.4911
Frontier orbital gap (eV): 9.15
E_tot (hartree): -3280.1610
Total charge: +1


# 7
The following is a DFT calculation (ωB97M-V with the def2-TZVPD basis set) of a molecular structure, C12H19BLuN2O3 at a distorted geometry.

Each line ends with the Löwdin charge.
Atoms and positions in Å:
C1 1.88 -1.03 1.80  -0.0541
C2 1.86 -2.36 0.90  -0.1859
N1 1.80 -2.05 -0.55  -0.0167
N2 0.79 -1.14 -0.87  -0.0610
C3 -0.58 -1.73 -0.86  -0.0823
C4 -1.58 -0.66 -0.25  -0.0343
C5 -1.11 0.74 0.11  0.0276
C6 -2.00 1.76 0.69  0.0571
C7 -3.46 1.41 0.97  -0.0853
C8 -4.34 2.51 1.61  -0.0076
C9 -3.96 0.02 0.59  0.0582
C10 -3.05 -0.99 0.01  0.0529
C11 1.06 -0.42 -2.05  -0.4975
O1 0.15 -0.05 -2.92  -0.2276
O2 2.42 -0.03 -2.26  0.0729
B1 2.71 1.14 -1.41  -0.4914
C12 4.04 1.26 -0.51  0.0275
O3 1.82 2.25 -1.38  0.1371
H1 2.64 -1.19 2.63  0.1016
H2 0.89 -0.87 2.32  0.0859
H3 2.15 -0.12 1.18  0.0537
H4 1.02 -3.01 1.27  0.1162
H5 2.81 -2.93 1.09  0.1418
H6 1.77 -2.89 -1.14  0.1419
H7 -0.68 -2.63 -0.18  0.1639
H8 -0.94 -2.04 -1.90  0.1142
H9 -0.05 1.08 -0.05  0.0914
H10 -1.58 2.77 0.92  0.1420
H11 -3.93 2.65 2.67  0.1436
H12 -4.18 3.51 1.10  0.1303
H13 -5.42 2.23 1.72  0.1102
H14 -5.05 -0.21 0.79  0.1446
H15 -3.50 -1.99 -0.25  0.1380
H16 4.91 1.31 -1.25  0.1108
H17 4.03 2.21 0.12  0.1011
H18 4.18 0.40 0.19  0.0793
H19 1.66 2.41 -0.43  0.1188
Lu1 0.81 -1.30 -4.42  2.0811

Output
HOMO (Eh): -0.6340
Frontier orbital gap (eV): 2.74
E_tot (hartree): -2062.9800
Total charge: +3


# 8
The following is a DFT calculation (ωB97M-V with the def2-TZVPD basis set) of a gas-phase ion, C12H19BNS (charge +1) at a distorted geometry.

Each line ends with the Löwdin charge.
Atoms and positions in Å:
B1 0.57 -2.25 -1.26  -0.5524
C1 -3.55 0.45 0.10  -0.0937
C2 -2.71 1.03 -0.86  -0.1315
C3 -3.70 -0.94 0.05  -0.0537
C4 -2.02 0.32 -1.85  -0.0411
C5 -3.13 -1.66 -1.08  -0.0131
C6 -2.31 -1.04 -1.99  -0.3394
C7 1.36 -1.99 -0.14  -0.0924
C8 -0.20 -0.34 2.07  -0.0429
C9 2.45 -0.96 -0.13  -0.1292
C10 1.96 0.12 0.88  -0.0777
C11 0.01 1.57 0.69  -0.0106
C12 -1.65 -1.84 -3.03  -0.4240
N1 0.44 0.22 0.92  -0.2508
S1 -0.15 -2.87 -2.65  0.9852
H1 -3.72 1.00 1.04  0.1176
H2 -2.57 2.07 -0.71  0.0931
H3 -4.15 -1.51 0.88  0.1176
H4 -1.28 0.92 -2.47  0.1465
H5 -3.30 -2.72 -1.13  0.1133
H6 -1.27 -0.47 1.96  0.1015
H7 0.89 -2.26 0.80  0.0867
H8 0.14 0.08 3.10  0.1514
H9 0.31 -1.37 2.26  0.1283
H10 3.39 -1.45 0.27  0.1590
H11 2.56 -0.55 -1.10  0.1120
H12 2.26 -0.07 1.98  0.1706
H13 2.27 1.08 0.46  0.1242
H14 -1.01 1.50 0.30  0.0593
H15 0.08 2.06 1.74  0.1584
H16 0.60 2.14 0.04  0.0915
H17 -2.28 -2.49 -3.69  0.1020
H18 -1.22 -1.23 -3.84  0.0786
H19 0.11 -0.52 0.18  0.1559

Output
⟨S²⟩: 2.01
HOMO (alpha / beta) (Eh): -0.3100 / -0.4548
Frontier orbital gap (alpha / beta) (eV): 5.73 / 6.60
2S+1: 3
E_tot (hartree): -945.9750
Total charge: +1